Record 1
108
Properties=species:S:1:pos:R:3:forces:R:3 method="wB97M-V/def2-TZVPD" e_tot_ha=-6621.1501 lumo_energy_ev=-2.4 total_charge=+1
Ca -1.7922 -3.3717 0.3223 0.156 0.466 -0.771
Ca 2.8004 2.2308 1.1996 -1.092 0.230 -0.615
P 4.3836 -0.0623 2.3093 1.096 -0.820 -0.088
F 4.7628 1.0815 1.1693 1.158 0.552 -0.711
F 5.1114 -1.1437 1.3438 -0.720 0.165 1.330
F 5.7413 0.2349 3.0831 -0.726 -0.535 -0.041
F 3.7623 -1.0628 3.4579 1.135 0.868 -1.529
F 3.7025 1.2474 3.0405 -0.546 -0.007 1.320
F 3.0138 -0.2059 1.4386 -0.431 -0.453 0.341
P -0.1056 0.0567 0.0021 0.443 -1.405 0.421
F 0.8899 1.2375 0.4339 0.122 0.560 -1.157
F -0.5863 0.6694 -1.4394 0.542 0.119 1.644
F 1.1664 -0.6937 -0.7938 -1.573 0.587 0.972
F -1.1071 -1.2248 -0.2625 0.345 0.687 0.043
F 0.3205 -0.6772 1.4310 -0.368 0.119 -0.953
F -1.2678 0.9012 0.8290 0.372 -0.947 -0.978
P -1.9500 -4.1449 -2.8739 -0.198 -1.185 -2.963
F -2.4726 -3.3883 -4.1582 -0.315 0.015 -0.502
F -0.4353 -3.6371 -3.2026 -0.572 -0.033 0.394
F -2.2639 -2.8748 -2.0095 0.444 2.782 1.544
F -1.4089 -4.8153 -1.5112 0.613 -1.146 1.469
F -3.4472 -4.6054 -2.4501 -0.301 -0.784 -0.286
F -1.6921 -5.5013 -3.6719 -0.095 0.157 0.303
C 0.2763 1.9495 -4.7250 0.183 0.819 -0.153
C -1.1124 1.5670 -5.1530 0.402 -0.184 0.140
C -1.5985 0.2881 -4.5457 -0.792 -2.052 -0.666
O -2.9526 0.5403 -4.1219 0.213 0.393 0.340
C -3.1447 1.8593 -4.1184 -0.769 1.098 0.706
O -4.1168 2.4405 -3.6876 1.385 -0.882 -0.613
O -2.0447 2.4914 -4.6188 -0.769 0.881 -0.142
H 0.9870 1.1307 -4.8374 -0.105 -0.074 0.357
H 0.1974 2.3726 -3.7236 0.204 -0.649 0.251
H 0.6740 2.7771 -5.3124 -0.126 -0.002 -0.310
H -1.1641 1.5020 -6.2398 -0.334 0.342 -0.070
H -1.0022 -0.1306 -3.7350 -0.120 0.276 0.150
H -1.7479 -0.4733 -5.3113 0.529 -0.206 0.106
C 1.0534 0.3194 4.8433 0.687 -0.468 0.265
O 0.0065 1.2013 4.4585 -0.148 0.183 -0.479
C 0.1466 2.1158 3.5186 -1.707 1.225 2.018
O 1.0639 2.2982 2.7600 0.147 -0.029 0.139
O -0.8785 3.0192 3.6364 0.978 -1.239 -0.828
C -2.0539 2.7818 4.4495 -0.270 0.952 0.108
H 1.3848 -0.3263 4.0301 -0.341 -0.053 -0.003
H 0.6282 -0.2206 5.6893 0.084 -0.243 -0.341
H 1.9413 0.8330 5.2119 -0.147 0.441 -0.145
H -2.6314 3.6725 4.2019 -0.304 -0.292 -0.054
H -1.9116 2.8408 5.5286 0.728 -0.176 -0.084
H -2.6295 1.8785 4.2473 0.445 -0.034 -0.467
C -6.1139 -3.5990 -0.2145 2.416 -1.616 -1.039
O -5.9977 -2.1988 -0.0358 -0.802 0.813 0.619
C -4.8357 -1.5907 0.0590 1.230 0.722 -1.659
O -3.7152 -2.1651 0.1221 -2.964 1.750 0.532
O -5.1145 -0.2443 -0.1305 0.318 -2.017 0.983
C -4.1561 0.8149 -0.1967 1.664 0.195 -0.189
H -5.5432 -4.1504 0.5328 -0.402 0.137 0.509
H -5.5584 -3.8447 -1.1196 0.070 0.067 -0.289
H -7.0779 -4.0741 -0.3967 -0.457 1.259 0.651
H -3.9823 1.4175 0.6948 -0.816 -0.537 0.749
H -4.4471 1.5579 -0.9392 -0.369 -0.611 -0.353
H -3.1459 0.4617 -0.4038 -0.295 -0.341 -0.460
C 2.4699 3.6390 -2.8847 -1.062 2.307 0.181
O 3.0547 2.4185 -3.2022 1.161 -0.961 -0.140
C 3.4082 1.6341 -2.2248 0.770 -3.411 1.221
O 3.1282 1.7872 -1.0277 0.936 -0.034 -2.257
O 4.0998 0.4955 -2.7450 -2.799 4.975 -0.908
C 4.4358 -0.5797 -1.9840 1.289 -1.674 2.657
H 1.4278 3.5432 -2.5798 0.055 -0.304 -0.139
H 2.5277 4.2910 -3.7562 -0.127 -0.492 -0.279
H 2.9304 4.2533 -2.1110 0.609 -0.714 0.308
H 4.2832 -1.5270 -2.5011 -0.144 0.335 -0.340
H 3.9686 -0.6593 -1.0024 -0.674 0.287 -0.173
H 5.4856 -0.4967 -1.7026 0.284 -0.152 -0.305
C 0.5663 -3.2866 4.0169 -0.006 -0.818 -2.138
O -0.5908 -2.4719 4.3818 2.707 -0.921 2.073
C -1.5429 -2.1798 3.5780 0.236 0.663 0.005
O -1.6512 -2.6142 2.4605 -0.850 -0.740 -1.407
O -2.3056 -1.2952 4.1644 0.693 -0.372 1.076
C -3.5087 -0.8414 3.6300 -0.855 0.597 -0.424
H 1.1508 -3.7799 4.7934 -0.888 0.764 0.860
H 1.2835 -2.7981 3.3572 -0.228 0.991 0.333
H 0.2919 -4.0976 3.3422 -0.690 -0.147 0.201
H -4.1836 -1.6562 3.3682 0.134 0.000 -0.245
H -3.2886 -0.1694 2.8005 -0.275 -0.159 -0.260
H -3.9723 -0.2710 4.4349 -0.008 -0.035 -0.108
C 2.5305 6.5177 0.3208 1.368 -0.818 1.041
O 1.2132 6.1221 0.0944 -0.440 1.588 -0.702
C 0.7902 4.9056 -0.0774 -0.055 -0.036 1.048
O 1.4290 3.8818 0.1233 0.123 0.242 -0.163
O -0.4658 5.0302 -0.3954 -0.850 0.325 0.154
C -1.2908 3.8868 -0.5611 -0.036 -0.916 -0.197
H 2.7779 6.2585 1.3502 0.147 0.120 0.188
H 2.6511 7.5963 0.2207 -0.421 -0.226 -0.302
H 3.2465 5.9756 -0.2969 -0.089 0.139 -0.328
H -1.7382 3.4789 0.3452 0.798 0.172 0.579
H -0.6143 3.1640 -1.0171 -0.888 -0.505 -0.272
H -2.1890 4.1740 -1.1078 0.615 0.130 -0.715
C 3.7362 -3.9769 1.4438 1.790 0.815 -0.999
O 2.3685 -3.9131 1.2842 -4.807 -0.106 -1.630
C 1.7056 -3.7953 0.0770 0.612 0.720 0.372
O 0.4356 -3.7423 0.0421 4.943 -0.365 -0.101
O 2.6433 -3.6693 -0.9542 -0.471 -1.292 4.398
C 2.1929 -3.7026 -2.2596 -2.560 0.815 -1.518
H 3.9867 -4.0486 2.5022 -0.363 -0.336 -0.095
H 4.1030 -3.0083 1.1041 0.603 -0.383 -0.097
H 4.1268 -4.7958 0.8398 0.348 0.064 0.259
H 2.9009 -3.6750 -3.0879 0.886 0.074 0.914
H 1.6073 -2.7833 -2.2631 -0.491 -0.252 -1.175
H 1.5758 -4.5831 -2.4389 -0.168 0.209 0.085

=====

Record 2
42
Properties=species:S:1:pos:R:3:forces:R:3 method="wB97M-V/def2-TZVPD" e_tot_ha=-1951.9615 lumo_energy_ev=-4.9 total_charge=+1
N -2.8135 3.6208 -1.9610 0.264 -0.134 0.106
P -2.0066 2.4141 -1.0647 -0.344 -0.537 -0.093
O -2.2651 2.9282 0.4616 0.175 0.223 0.195
C -0.2714 3.0403 -1.2343 0.365 0.309 0.220
C 0.1247 3.6364 -2.4338 0.032 -0.306 0.558
N 1.3646 4.0618 -2.5905 -0.357 0.048 -0.275
N 2.3212 4.0041 -1.6977 0.022 0.083 -0.176
C 1.9987 3.4425 -0.5553 0.199 -0.291 0.486
O 2.9754 3.3692 0.3506 -0.601 -0.767 -0.352
N 3.5914 4.7758 0.6768 0.761 0.770 0.290
O 2.8587 5.3978 1.2610 -0.156 0.133 -0.030
C 0.7117 2.9049 -0.2430 -0.448 0.212 -0.460
C 0.5036 2.2244 1.0702 0.426 -0.382 -0.222
C 0.2569 0.7217 0.8590 0.077 -0.101 -0.267
C 1.5309 -0.0494 0.5327 -0.546 -0.355 0.061
C 1.2191 -1.5346 0.3839 0.265 -0.194 -0.284
O 0.7967 -1.8515 -0.9437 -0.275 0.105 0.029
H -2.3298 4.0000 -2.7575 -0.220 0.317 -0.072
H -3.7328 3.3072 -2.2372 -0.063 -0.012 -0.264
H -3.1987 3.1117 0.6171 -0.047 -0.015 0.127
H -0.5343 3.7668 -3.2721 0.072 0.047 -0.278
H 1.6294 4.4773 -3.4744 0.198 0.103 -0.014
H -0.2950 2.6861 1.6309 -0.253 0.137 -0.026
H 1.4261 2.3133 1.6277 0.064 0.165 0.291
H -0.4361 0.5356 0.0403 -0.253 0.079 -0.072
H -0.2108 0.2931 1.7388 -0.011 0.072 0.282
H 2.2763 0.0853 1.3114 0.170 0.154 0.073
H 1.9246 0.2665 -0.4313 0.331 0.215 -0.027
H 0.4090 -1.8321 1.0438 -0.065 -0.017 0.233
H 2.0925 -2.1299 0.6374 0.086 -0.086 0.125
H 1.5209 -2.2779 -1.4021 0.106 -0.036 -0.107
C -1.0384 -6.1963 0.1316 -0.289 -0.166 -0.080
C -1.6899 -4.8545 0.3942 0.293 0.236 -0.170
O -2.0542 -4.9039 1.7790 -0.037 -0.288 -0.038
S -0.9726 -5.7695 2.5902 -0.077 0.113 -0.299
O -0.0295 -4.8916 3.1820 0.129 0.004 0.111
O -1.6600 -6.7436 3.3489 -0.063 -0.014 0.174
O -0.2823 -6.4569 1.3212 0.061 0.197 0.008
H -1.7804 -6.9867 0.0067 -0.003 0.013 0.007
H -0.3738 -6.1815 -0.7274 0.153 -0.013 0.108
H -2.5722 -4.6927 -0.2179 -0.139 -0.002 0.183
H -0.9849 -4.0323 0.2470 -0.006 -0.019 -0.060

=====

Record 3
6
Properties=species:S:1:pos:R:3:forces:R:3 method="wB97M-V/def2-TZVPD" relative_energy_kj_mol=166.8 e_tot_ha=-2689.0724 lumo_energy_ev=0.7 total_charge=0
C 0.6711 -0.0411 0.8510 -2.071 5.292 -0.456
O -0.4215 1.1472 -0.0445 2.595 -0.911 3.363
Br 2.2625 0.0472 -0.1147 0.489 0.100 0.219
H 0.5884 0.4113 1.8840 0.714 -0.634 -1.371
H 0.3029 -1.0042 0.7932 -1.305 -1.554 -0.381
H -0.2300 2.0014 0.5013 -0.421 -2.294 -1.373

=====

Record 4
116
Properties=species:S:1:pos:R:3:forces:R:3 method="wB97M-V/def2-TZVPD" relative_energy_kj_mol=201.9 e_tot_ha=-2311.1545 lumo_energy_ev=-5.9 total_charge=+1
C 0.3381 2.8458 -2.0731 -0.969 0.613 -0.644
C -0.8837 2.7572 -2.1442 0.169 -0.887 -0.860
C -2.3857 2.5543 -2.4765 0.391 1.590 0.911
C -2.8017 3.0658 -3.9495 1.387 0.365 0.457
N -3.8074 2.0725 -4.4902 0.378 0.792 3.489
C -4.1109 1.2460 -3.3179 3.033 -0.263 -0.791
N -5.2793 0.6522 -3.0415 -0.442 0.089 -0.294
N -2.9811 1.1854 -2.4218 -1.053 0.269 -0.937
P -1.8974 -0.2069 -2.5420 0.876 -1.582 -1.399
N -1.4668 -0.5890 -4.0224 -1.040 1.393 1.137
H 1.4384 3.0878 -2.1649 -1.811 -0.631 0.370
H -2.9883 3.0991 -1.6721 0.953 -0.447 -1.144
H -1.8090 2.9952 -4.5033 -1.578 0.454 0.208
H -3.2315 4.1196 -3.9170 0.666 -1.535 -0.130
H -3.2637 1.6110 -5.2293 -1.229 -0.749 0.068
H -6.0345 1.2588 -2.6492 0.151 -0.332 -1.067
H -5.4961 -0.3431 -3.1293 0.471 0.459 0.384
H -0.7620 0.0534 -1.6997 -1.054 0.213 0.060
H -2.5855 -1.3196 -1.9765 0.018 0.801 0.409
H -1.9120 0.0839 -4.6532 0.537 -0.532 -0.367
C -4.8157 0.9785 2.2037 -0.028 -0.104 0.311
C -3.6389 1.8887 2.5172 -0.354 -0.028 -0.721
C -3.8461 3.2795 1.9382 0.148 0.253 0.236
O -2.4439 1.3239 1.9782 0.330 -0.076 0.146
H -4.9395 0.8585 1.1216 -0.028 0.153 -0.015
H -4.6486 -0.0198 2.6152 -0.033 0.099 0.042
H -5.7445 1.3755 2.6180 -0.003 -0.112 -0.112
H -3.5056 1.9576 3.5993 0.197 -0.082 -0.108
H -3.9367 3.2379 0.8467 -0.126 -0.108 0.006
H -2.9889 3.9195 2.1607 -0.076 -0.046 0.045
H -4.7459 3.7467 2.3448 0.037 -0.006 -0.082
H -2.5534 1.2593 1.0209 -0.063 0.045 0.191
C -8.2739 -0.9364 4.4762 0.138 0.231 0.102
C -8.8390 0.1350 3.5574 -0.219 -0.777 -0.024
C -10.3269 -0.0692 3.3197 -0.158 0.260 -0.057
O -8.1490 0.1022 2.3059 0.204 0.335 -0.256
H -8.3926 -1.9313 4.0354 -0.154 0.041 0.037
H -7.2022 -0.7844 4.6293 -0.078 0.052 0.046
H -8.7696 -0.9256 5.4473 0.070 -0.122 -0.095
H -8.6689 1.1219 3.9956 0.109 0.001 -0.216
H -10.5159 -1.0341 2.8389 0.073 -0.040 0.138
H -10.7177 0.7007 2.6495 0.032 0.005 0.098
H -10.8852 -0.0320 4.2577 0.009 -0.042 -0.069
H -8.2931 -0.7666 1.9096 -0.029 0.102 0.164
C -10.2771 1.8368 -3.0039 0.026 -0.260 0.139
C -9.1029 2.7494 -2.6909 -0.602 0.202 -0.409
C -9.3219 4.1453 -3.2510 0.211 0.184 0.090
O -7.9060 2.1945 -3.2498 0.631 -0.243 0.202
H -10.4104 1.7295 -4.0850 -0.025 0.152 0.026
H -10.1013 0.8344 -2.6057 -0.040 0.096 0.057
H -11.2032 2.2252 -2.5756 0.055 -0.030 -0.055
H -8.9597 2.8060 -1.6092 0.210 -0.106 -0.106
H -9.4224 4.1171 -4.3405 -0.122 -0.081 0.052
H -8.4657 4.7871 -3.0286 -0.089 -0.027 0.065
H -10.2196 4.6024 -2.8301 0.055 -0.029 -0.056
H -8.0222 2.1397 -4.2077 -0.026 0.030 0.140
C 3.9381 -0.2885 -3.2658 -0.027 0.025 0.240
C 2.8644 0.5712 -3.9134 0.636 -0.311 -0.421
C 2.5332 0.0813 -5.3141 -0.294 0.028 -0.088
O 3.3147 1.9253 -3.9778 -0.334 0.289 0.227
H 4.8669 -0.2543 -3.8425 -0.093 -0.113 -0.044
H 4.1745 0.0813 -2.2649 -0.065 -0.053 -0.045
H 3.6158 -1.3295 -3.1867 0.077 0.030 -0.024
H 1.9609 0.5583 -3.2964 0.020 0.215 -0.028
H 3.4139 0.1290 -5.9618 0.043 -0.083 0.128
H 1.7688 0.7149 -5.7716 -0.007 -0.066 0.072
H 2.1687 -0.9484 -5.2964 0.030 0.054 -0.033
H 4.1131 1.9478 -4.5210 -0.105 -0.024 0.112
C -8.1469 -3.6259 9.3865 -0.192 -0.219 0.020
C -7.5774 -3.2927 8.0166 0.154 0.427 0.578
C -6.1392 -2.8087 8.1181 0.181 -0.058 -0.220
O -8.3765 -2.2819 7.4024 -0.125 -0.082 -0.234
H -8.1526 -2.7419 10.0318 0.143 -0.017 -0.039
H -9.1831 -3.9612 9.2998 0.099 -0.036 -0.034
H -7.5653 -4.4107 9.8758 -0.039 0.062 0.013
H -7.6232 -4.1761 7.3749 -0.132 0.171 -0.095
H -6.0763 -1.8968 8.7201 -0.062 -0.102 0.093
H -5.7465 -2.5625 7.1282 -0.031 -0.089 0.042
H -5.4976 -3.5691 8.5694 -0.011 0.074 -0.004
H -8.3431 -1.4952 7.9624 0.019 -0.167 -0.015
C 7.5562 -4.4065 -2.7161 -0.046 -0.071 0.271
C 6.4838 -3.5448 -3.3626 0.607 -0.234 -0.403
C 6.1502 -4.0351 -4.7633 -0.292 0.035 -0.092
O 6.9359 -2.1930 -3.4277 -0.271 0.278 0.092
H 8.4843 -4.3739 -3.2941 -0.087 -0.015 -0.030
H 7.7942 -4.0368 -1.7163 -0.029 -0.034 -0.080
H 7.2315 -5.4471 -2.6362 0.031 0.037 -0.019
H 5.5815 -3.5554 -2.7451 0.063 0.220 -0.012
H 7.0304 -3.9895 -5.4120 0.039 -0.087 0.118
H 5.3865 -3.4002 -5.2205 -0.004 -0.057 0.069
H 5.7838 -5.0643 -4.7448 0.043 0.042 -0.042
H 7.7343 -2.1719 -3.9713 -0.067 -0.071 0.160
C 10.9035 -0.7871 -0.5743 -0.225 0.235 -0.114
C 10.5063 -2.2421 -0.3823 0.696 0.141 -0.056
C 11.4473 -2.9496 0.5803 -0.094 -0.216 0.162
O 10.5261 -2.9104 -1.6426 -0.288 -0.122 -0.151
H 11.9098 -0.7094 -0.9972 0.033 -0.078 0.175
H 10.2261 -0.2940 -1.2766 -0.046 -0.070 0.090
H 10.8811 -0.2441 0.3734 0.056 -0.028 -0.050
H 9.4828 -2.2967 -0.0025 0.000 -0.105 -0.212
H 12.4722 -2.9464 0.1967 -0.039 0.158 0.019
H 11.1572 -3.9963 0.7004 -0.052 0.095 0.022
H 11.4413 -2.4703 1.5623 0.047 -0.028 -0.045
H 11.4274 -2.8681 -1.9877 -0.116 0.012 0.111
C 12.2859 0.8728 2.8282 0.002 -0.262 0.129
C 13.5550 1.4033 2.1795 -0.580 0.405 -0.122
C 13.6877 2.9060 2.3718 0.264 0.116 0.046
O 13.5377 1.1026 0.7850 0.238 -0.203 -0.076
H 11.3981 1.3315 2.3807 0.075 0.127 0.052
H 12.1976 -0.2055 2.6729 0.078 0.054 0.054
H 12.2776 1.0732 3.9022 -0.046 -0.008 -0.056
H 14.4248 0.8999 2.6085 -0.015 -0.043 -0.224
H 12.8480 3.4339 1.9087 -0.066 -0.094 0.093
H 14.5972 3.2751 1.8919 -0.025 -0.073 0.080
H 13.7214 3.1671 3.4322 -0.022 0.026 -0.062
H 12.7718 1.5432 0.3945 0.115 -0.045 0.093